No. 1
This record from the Open Molecules 2025 dataset describes C22H26CrN8OS4 as an isolated structure. The level of theory is ωB97M-V with the def2-TZVPD basis set.

Geometry as XYZ:
```
62
Properties=species:S:1:pos:R:3:forces:R:3
Cr 0.4983 1.1009 -0.6220 -0.131 0.188 0.215
N 3.5480 -0.8413 -0.1736 -0.064 -0.149 0.093
C 3.6018 0.4853 -0.4351 -0.014 0.044 -0.018
N 2.5456 1.2755 -0.6315 0.206 -0.024 -0.034
C 2.9719 2.6041 -0.8182 -0.028 0.062 -0.060
C 4.3000 2.7946 -0.7349 -0.106 -0.070 0.021
S 5.1043 1.3004 -0.4524 0.054 0.079 0.013
C 1.9244 3.5659 -1.1255 0.035 0.048 0.018
C 2.0130 4.8901 -1.3322 -0.056 -0.116 0.018
S 0.4680 5.5435 -1.7447 0.102 0.045 0.001
C -0.2249 3.9817 -1.6135 -0.164 -0.079 -0.055
N 0.6376 3.0251 -1.2690 0.197 -0.021 -0.026
N -1.5191 3.7547 -1.8388 -0.057 -0.031 0.056
H 2.7938 -1.3830 -0.5635 0.045 0.045 0.014
H 4.4244 -1.3380 -0.1017 -0.003 0.012 -0.051
H 4.8564 3.7090 -0.8457 0.032 0.049 -0.012
H 2.8808 5.5254 -1.2841 0.035 0.017 -0.005
H -2.1201 4.4823 -2.1894 0.008 -0.004 -0.008
H -1.8292 2.7965 -1.8519 -0.012 0.037 -0.066
C -4.0137 1.0413 -1.2245 -0.027 0.011 -0.066
S -2.6141 0.2077 -0.4881 0.149 0.002 0.205
O -1.3777 0.9266 -1.1369 -0.120 0.149 -0.331
C -2.7287 -1.3845 -1.2225 0.012 -0.110 -0.059
C -2.7920 -1.5651 -2.6065 0.017 0.023 0.059
C -2.9358 -2.8468 -3.1014 0.001 -0.023 0.036
C -3.0236 -3.9294 -2.2251 -0.001 -0.001 -0.035
C -2.9544 -3.7401 -0.8541 -0.015 0.068 0.034
C -2.7991 -2.4568 -0.3406 -0.092 -0.032 -0.061
H -4.2466 0.6268 -2.2017 0.033 0.040 -0.002
H -3.7940 2.1033 -1.2894 -0.011 0.049 0.133
H -4.8465 0.8939 -0.5376 -0.050 -0.052 -0.038
H -2.7377 -0.7240 -3.2865 0.001 0.025 -0.003
H -3.0067 -3.0070 -4.1678 0.010 -0.010 -0.037
H -3.1624 -4.9263 -2.6211 0.000 -0.025 -0.012
H -3.0424 -4.5832 -0.1830 -0.004 -0.031 0.016
H -2.7719 -2.2913 0.7292 -0.008 0.005 0.024
C 2.5097 -0.2149 3.8606 -0.004 0.026 -0.013
N 1.8374 0.4446 2.7415 0.051 0.117 -0.010
C 0.7074 1.1458 2.8564 0.200 0.112 -0.001
S 0.0712 2.0165 1.4885 -0.190 -0.074 -0.049
N 0.1027 1.2280 4.0218 0.098 -0.125 0.023
C -1.1515 1.9149 4.3414 0.005 0.000 -0.027
H 3.3839 -0.7298 3.4749 0.009 -0.009 0.008
H 1.8528 -0.9557 4.3179 0.005 0.002 0.024
H 2.8378 0.5091 4.6093 -0.003 -0.024 0.014
H 2.3704 0.6134 1.9025 -0.013 -0.044 0.030
H 0.5951 0.8360 4.8152 -0.035 0.014 -0.016
H -1.6598 2.1966 3.4252 -0.011 -0.006 0.023
H -0.9355 2.8044 4.9292 -0.040 0.018 -0.004
H -1.7791 1.2378 4.9156 -0.019 0.035 0.021
N 0.3163 -6.3023 -0.4694 -0.030 -0.196 0.010
C 0.3744 -5.1576 -0.4517 0.000 0.233 -0.026
C 0.4278 -3.7230 -0.4438 0.052 -0.109 -0.016
C 0.4899 -3.0183 -1.6444 -0.002 0.112 0.004
C 0.5208 -1.6402 -1.5903 -0.043 -0.129 -0.040
N 0.5007 -0.9624 -0.4298 0.056 0.036 0.158
C 0.4278 -1.6436 0.7230 -0.119 -0.187 -0.027
C 0.3968 -3.0233 0.7588 -0.005 0.100 0.019
H 0.5002 -3.5293 -2.5960 0.024 -0.027 -0.018
H 0.5552 -1.0582 -2.5065 0.007 0.001 0.011
H 0.3851 -1.0609 1.6321 0.027 -0.076 -0.087
H 0.3345 -3.5454 1.7029 0.007 -0.020 0.012
```
Positions in Å, forces in eV/Å.

Computed properties:
Energy relative to the best compared isomer or geometry (same formula, charge and spin) = 0.00 kcal/mol
Lowest unoccupied orbital energy (spin up / spin down) = -10.2 / -9.2 eV
Expectation value of S² = 3.814
Spin multiplicity = 4
F_max = 0.382 eV/A
Charge = +3

No. 2
This record from the Open Molecules 2025 dataset describes a 2-piece molecular cluster, C4H7OS2 overall at a distorted geometry. The level of theory is ωB97M-V with the def2-TZVPD basis set.

Geometry as XYZ:
```
14
Properties=species:S:1:pos:R:3:forces:R:3
C 1.5938 -3.4258 -2.4591 -1.279 -3.447 0.844
C -0.0893 0.2421 1.6014 1.438 2.630 1.602
C 0.2140 -0.0251 -0.9926 0.952 3.178 -0.483
C -0.2669 -0.5342 0.3359 0.260 -0.440 0.247
O 1.2727 -4.4686 -1.9919 1.105 3.152 -0.978
S 1.9950 -2.2491 -3.4139 0.145 0.268 0.268
S 0.6542 -2.0593 0.5155 0.264 -1.466 0.326
H -0.5922 1.2593 1.8055 0.171 -1.031 -1.115
H -0.4189 -0.3277 2.4939 0.533 -0.113 -0.677
H 1.0052 0.4885 1.6684 -0.740 -0.347 0.469
H -0.2450 1.0013 -1.3274 0.667 -1.332 0.614
H -0.0088 -0.7184 -1.7937 0.018 -0.217 0.059
H 1.3714 0.0975 -0.9323 -1.966 -0.143 -0.224
H -1.3071 -0.7014 0.3909 -1.568 -0.692 -0.952
```
Positions in Å, forces in eV/Å.

Computed properties:
Energy relative to the best compared isomer or geometry (same formula, charge and spin) = 21.38 kcal/mol
Lowest unoccupied orbital energy = 3.0 eV
Spin multiplicity = 1
F_max = 3.772 eV/A
Charge = -1

No. 3
This record from the Open Molecules 2025 dataset describes C10H10CoN2O8P2S as an isolated structure at a distorted geometry. The level of theory is ωB97M-V with the def2-TZVPD basis set.

Geometry as XYZ:
```
34
Properties=species:S:1:pos:R:3:forces:R:3
Co -0.0986 -0.8669 -0.8809 0.113 0.176 -0.822
O 1.1422 -3.1660 1.2689 -0.029 -0.032 -0.046
P -0.1975 -3.5621 0.4421 0.131 -0.480 -0.019
O -0.9812 -4.5838 1.1283 0.026 -0.072 0.070
O -0.8646 -2.2160 0.1567 0.359 0.359 -0.155
O 0.4707 -4.0570 -0.9367 -0.132 -0.082 0.337
P 0.0898 -3.5653 -2.4297 -0.186 -0.013 -0.259
O 1.4262 -3.9557 -3.2078 0.030 -0.189 -0.105
O -1.0868 -4.2025 -3.0058 0.068 -0.101 0.022
O 0.1082 -2.0318 -2.3353 0.023 0.629 0.205
H 1.4214 -3.9294 1.7871 0.035 -0.004 0.057
H 2.2062 -3.5410 -2.8253 0.006 0.036 0.010
C -0.5468 -0.7198 2.4641 0.051 -0.009 0.029
C -0.4753 0.6077 1.7932 0.016 -0.077 0.233
C -0.4929 1.7618 2.6164 -0.012 0.245 -0.032
C -0.4171 3.0082 2.0786 0.014 -0.302 -0.070
C -0.3451 3.1323 0.6728 -0.045 -0.222 -0.019
C -0.3030 4.3909 0.0358 0.005 -0.044 -0.190
C -0.2740 4.4875 -1.3352 0.005 0.171 0.158
C -0.2854 3.3299 -2.1050 -0.004 -0.101 -0.109
C -0.3025 2.0709 -1.5161 -0.020 -0.318 -0.224
S -0.2766 0.6651 -2.5032 0.326 -0.061 0.845
C -0.3373 1.9454 -0.0933 -0.027 0.221 0.127
N -0.3834 0.6995 0.4756 0.056 -0.158 -0.419
H -0.6605 -0.5921 3.5365 0.019 0.028 0.049
H 0.3543 -1.3039 2.2636 -0.072 0.072 0.040
H -1.3737 -1.3047 2.0688 -0.008 0.039 0.078
H -0.5630 1.6182 3.6837 -0.001 0.007 0.035
H -0.4172 3.8942 2.6989 -0.013 0.029 0.025
H -0.3027 5.2787 0.6539 0.001 0.043 0.003
H -0.2460 5.4538 -1.8180 -0.007 0.022 0.007
H -0.2725 3.3837 -3.1853 0.001 0.047 -0.017
O 2.5307 -1.4265 -1.0296 0.006 -0.453 -0.350
N 1.7539 -0.7032 -0.6179 -0.737 0.594 0.505
```
Positions in Å, forces in eV/Å.

Computed properties:
Energy relative to the best compared isomer or geometry (same formula, charge and spin) = 9.34 kcal/mol
Lowest unoccupied orbital energy (spin up / spin down) = -1.6 / -3.6 eV
Expectation value of S² = 1.004
Spin multiplicity = 2
F_max = 1.073 eV/A
Charge = 0

No. 4
This record from the Open Molecules 2025 dataset describes an isolated ion of composition C5H13N2O and charge +1 at a distorted geometry. The level of theory is ωB97M-V with the def2-TZVPD basis set.

Geometry as XYZ:
```
21
Properties=species:S:1:pos:R:3:forces:R:3
C -0.3229 0.0102 1.9880 0.505 -0.029 0.442
C -0.0512 -0.8987 0.7931 -0.363 0.323 0.527
N -0.9570 -2.0868 0.8835 -0.957 -0.116 -0.087
C -0.4753 -0.2287 -0.5261 0.785 -0.715 -0.625
O -1.5439 -0.5875 -1.0126 -0.270 0.288 0.271
N 0.3816 0.6078 -1.1117 -0.311 0.631 0.434
C -0.1293 1.4188 -2.2233 0.655 0.161 -0.174
C 1.6487 1.0344 -0.5138 -0.235 -0.209 0.079
H -0.1989 -0.5576 2.9132 -0.399 -0.105 0.019
H -1.3007 0.4905 1.9330 0.030 -0.113 0.062
H 0.4456 0.7756 2.1144 -0.133 0.073 -0.477
H 0.9629 -1.2754 0.8305 0.174 0.043 -0.232
H -1.8356 -1.8129 0.3991 0.170 0.335 -0.367
H -1.2442 -2.3439 1.8305 0.584 -0.195 -0.017
H -0.6225 -2.8782 0.3330 0.136 -0.156 0.345
H -1.2053 1.4847 -2.1636 -0.171 -0.153 -0.219
H 0.2256 0.9990 -3.1631 -0.358 -0.117 -0.120
H 0.2910 2.4251 -2.1734 -0.048 -0.079 0.263
H 2.2518 1.4692 -1.3041 0.070 0.040 0.054
H 2.1948 0.1862 -0.1056 0.035 0.008 -0.033
H 1.4849 1.7680 0.2790 0.101 0.084 -0.144
```
Positions in Å, forces in eV/Å.

Computed properties:
Energy relative to the best compared isomer or geometry (same formula, charge and spin) = 16.40 kcal/mol
Lowest unoccupied orbital energy = -3.3 eV
Spin multiplicity = 1
F_max = 1.232 eV/A
Charge = +1
Structure (SMILES) = C[C@@H]([NH3+])C(=O)N(C)C

> F_max of number 4 (C5H13N2O)?

1.232 eV/A

> Which formula does entry 1 have?

C22H26CrN8OS4

> Which formula does entry 3 have?

C10H10CoN2O8P2S